Molecular formula: C4H9ClN2
Method: DFT, ωB97M-V/def2-TZVPD

Each line ends with the natural charge from an NBO analysis.
Element x y z (Å)
C (0.6707, 1.4889, -0.0023)  -0.52
C (-0.7490, 1.1953, 0.5817)  -0.20
C (1.2030, 0.3187, -0.6862)  -0.18
C (-0.7604, -1.8567, -0.6357)  -0.46
N (-0.6776, -0.2262, 1.1762)  -0.46
N (-0.0627, -1.2364, 0.4538)  -0.22
Cl (2.7874, -0.0135, -0.1435)  0.00
H (0.6055, 2.3441, -0.5986)  0.24
H (1.3866, 1.6656, 0.8011)  0.23
H (-1.0284, 1.8103, 1.5136)  0.21
H (-1.5488, 1.1421, -0.0051)  0.19
H (0.9778, 0.0004, -1.7576)  0.22
H (-1.1631, -2.7623, -0.2371)  0.21
H (-1.3564, -1.3173, -1.2899)  0.18
H (-0.0023, -2.1826, -1.3242)  0.20
H (-0.2825, -0.3703, 2.1537)  0.37

The frontier orbital gap (spin up / spin down) comes out at 8.4 / 8.5 eV. Its largest force on an atom is 6.78 eV/A. The calculation puts the relative energy (zero: lowest compared OMol25 entry of this formula, charge and spin) at 90.2 kcal/mol.